*1*
Molecular formula: C4H6N2OS
Method: DFT, ωB97M-V with the def2-TZVPD basis set

Summary:
- Total charge: 0
- Highest occupied orbital energy: -8.56 eV
- Gap between HOMO and LUMO: 7.70 eV
- LUMO level: -0.87 eV

Each line ends with the natural charge from an NBO analysis.
CARTESIAN COORDINATES (ANGSTROEM)
S 2.2819 -0.9745 0.1147  -0.052
O -0.0021 2.1129 0.0845  -0.505
N -1.4764 -0.1677 -0.5203  -0.235
N -0.2102 -0.5482 -0.1261  -0.433
C 1.0593 0.0097 -0.1933  -0.054
C -2.4974 -1.0720 -0.0319  -0.289
C -2.4303 0.3138 0.4037  -0.248
C 1.1642 1.6083 -0.1539  0.360
H -0.2877 -1.6742 0.3098  0.402
H 2.3616 2.0593 0.1328  0.199
H -2.9577 1.2947 -0.0949  0.238
H -2.0545 0.2604 1.4805  0.207
H -3.1388 -1.5994 -0.7792  0.215
H -2.3865 -1.7990 0.8155  0.196

***

*2*
Molecular formula: C4H6N2OS
Method: DFT, ωB97M-V with the def2-TZVPD basis set

Summary:
- Total charge: 0
- Highest occupied orbital energy: -8.71 eV
- Gap between HOMO and LUMO: 8.23 eV
- LUMO level: -0.48 eV

Each line ends with the natural charge from an NBO analysis.
CARTESIAN COORDINATES (ANGSTROEM)
S -3.1903 -0.7518 -0.0285  0.167
O 1.3481 1.3635 0.0156  -0.538
N -1.4688 -0.7543 -0.0899  -0.609
N -1.3147 1.6591 -0.0553  -0.845
C -0.8199 0.3488 -0.0667  0.332
C 0.7180 0.3183 -0.0087  0.503
C 2.6520 -1.2287 0.0029  -0.280
C 1.3070 -1.0550 -0.0173  -0.325
H 0.6003 -1.9159 -0.0872  0.248
H 3.1786 -0.2722 -0.0764  0.210
H -3.3866 0.1986 0.8677  0.091
H 3.1799 -2.1546 -0.0664  0.209
H -0.5929 2.3685 0.1161  0.426
H -2.2107 1.8756 -0.5059  0.411

***

*3*
Molecular formula: C4H6N2OS
Method: DFT, ωB97M-V with the def2-TZVPD basis set

Summary:
- Total charge: 0
- Highest occupied orbital energy: -8.78 eV
- Gap between HOMO and LUMO: 7.60 eV
- LUMO level: -1.18 eV

Each line ends with the natural charge from an NBO analysis.
CARTESIAN COORDINATES (ANGSTROEM)
S 0.9853 1.7466 -0.0124  -0.001
O 2.3218 -1.1416 0.1127  -0.477
N 1.1091 -1.5767 0.1027  -0.062
N -1.3286 -1.2914 -0.4100  -0.590
C -1.7014 0.9161 -0.0237  -0.476
C -2.2311 -0.3913 0.3267  -0.214
C -0.2130 0.5968 -0.0516  -0.089
C 0.0358 -0.8223 -0.1773  0.180
H -3.2218 -0.3996 -0.0389  0.214
H 2.4524 -0.1939 -0.1077  0.480
H -1.9437 1.6508 0.6739  0.241
H -2.1191 1.1095 -1.0946  0.240
H -1.1904 -2.1780 0.0629  0.382
H -2.1225 -0.5215 1.5079  0.172

***

Most favorable structure: *2*. The second most favorable one is 53.4 kcal/mol above it.

***

*1*
Molecular formula: C4H6N2OS
Method: DFT, ωB97M-V with the def2-TZVPD basis set

Summary:
- Total charge: 0
- Highest occupied orbital energy (spin up / spin down): -7.61 / -7.67 eV
- Gap between HOMO and LUMO (spin up / spin down): 7.37 / 7.47 eV
- LUMO level (spin up / spin down): -0.25 / -0.20 eV

Each line ends with the natural charge from an NBO analysis.
CARTESIAN COORDINATES (ANGSTROEM)
S 1.9503 -0.7058 -0.2902  0.421
O -1.5805 1.6648 -0.7350  -0.531
N -2.1502 -0.6242 -0.8467  -0.286
N -1.2818 0.3661 -1.1034  0.054
C -0.4198 -2.1057 0.0627  -0.417
C 0.4178 -1.1868 -0.1241  -0.139
C 1.8264 1.1271 -0.1129  -0.710
C -1.6892 -1.8127 -0.4639  0.022
H -0.2095 -2.9999 0.5921  0.236
H 2.2165 1.6589 -0.9040  0.221
H 0.7716 1.2525 0.0580  0.257
H -2.4362 -2.4941 -0.5371  0.196
H 2.4507 1.3468 0.7227  0.215
H -2.5022 1.6567 -0.4209  0.461

***

*2*
Molecular formula: C4H6N2OS
Method: DFT, ωB97M-V with the def2-TZVPD basis set

Summary:
- Total charge: 0
- Highest occupied orbital energy: -8.38 eV
- Gap between HOMO and LUMO: 8.74 eV
- LUMO level: 0.36 eV

Each line ends with the natural charge from an NBO analysis.
CARTESIAN COORDINATES (ANGSTROEM)
S -0.0126 1.5759 -1.4786  0.039
O 1.8937 0.7327 1.4160  -0.684
N 0.4126 -0.8994 1.7376  -0.320
N -0.5600 -1.3529 0.9765  -0.294
C -0.6984 -0.8158 -0.1824  0.064
C 0.2019 0.2786 -0.2265  -0.293
C -1.6565 -1.2175 -1.1604  -0.638
C 0.7811 0.1247 0.9620  0.383
H -1.6038 -2.5589 -1.0399  0.240
H -1.5625 -0.6824 -2.3912  0.274
H -1.1124 0.8672 -1.8839  0.120
H -1.0382 -2.2195 1.1102  0.390
H -2.9678 -0.8723 -0.6063  0.225
H 2.5994 -0.0645 1.7860  0.495

***

Most favorable structure: *2*. The second most favorable one is 30.5 kcal/mol above it.

***

*1*
Molecular formula: C4H6N2OS
Method: DFT, ωB97M-V with the def2-TZVPD basis set

Summary:
- Total charge: 0
- Highest occupied orbital energy (spin up / spin down): -8.46 / -7.23 eV
- Gap between HOMO and LUMO (spin up / spin down): 8.70 / 5.97 eV
- LUMO level (spin up / spin down): 0.24 / -1.26 eV

Each line ends with the natural charge from an NBO analysis.
CARTESIAN COORDINATES (ANGSTROEM)
S 3.3523 -1.5581 -0.0234  0.013
O 0.7189 2.6753 -0.0750  -0.582
N -0.4652 0.8719 0.0344  -0.631
N 2.0179 0.7411 0.0186  -0.676
C -1.9389 -1.1563 -0.2025  -0.678
C -0.7913 -0.3828 0.3966  0.055
C 2.0589 -0.5733 -0.2511  0.035
C 0.7852 1.4719 -0.0285  0.783
H -2.7395 -1.1200 0.5391  0.226
H -2.1282 -0.8178 -1.2711  0.211
H -1.7147 -2.1161 -0.4149  0.235
H -1.2045 1.2123 -0.5450  0.409
H 2.6351 1.4394 0.3857  0.428
H -0.5859 -0.6875 1.4371  0.173

***

*2*
Molecular formula: C4H6N2OS
Method: DFT, ωB97M-V with the def2-TZVPD basis set

Summary:
- Total charge: 0
- Highest occupied orbital energy: -8.46 eV
- Gap between HOMO and LUMO: 8.45 eV
- LUMO level: -0.01 eV

Each line ends with the natural charge from an NBO analysis.
CARTESIAN COORDINATES (ANGSTROEM)
S 2.0737 -0.4448 -0.9233  -0.074
O -0.0712 -2.1454 0.4507  -0.550
N 0.0798 1.2411 -0.6093  -0.568
N -1.3690 -0.3836 1.0260  -0.614
C 0.5799 0.0085 -0.3877  0.002
C -0.3017 -0.9576 0.4023  0.597
C -1.5920 1.0545 1.1292  -0.223
C -1.2616 1.6595 -0.2146  -0.226
H -0.9815 1.5022 1.9241  0.194
H 0.6379 1.8528 -1.1795  0.417
H -1.9847 1.3427 -0.9602  0.199
H -2.6346 1.2433 1.3883  0.217
H -1.3031 2.7498 -0.1442  0.217
H -1.8687 -1.0018 1.6473  0.412

***

*3*
Molecular formula: C4H6N2OS
Method: DFT, ωB97M-V with the def2-TZVPD basis set

Summary:
- Total charge: 0
- Highest occupied orbital energy: -9.20 eV
- Gap between HOMO and LUMO: 8.36 eV
- LUMO level: -0.85 eV

Each line ends with the natural charge from an NBO analysis.
CARTESIAN COORDINATES (ANGSTROEM)
S -3.1117 -0.7787 -0.1458  0.066
O -0.2608 2.5773 -0.1301  -0.507
N 1.1420 -1.7066 -0.1751  -0.176
N -0.0966 -1.1659 -0.4050  -0.448
C -0.4737 0.1589 0.1679  -0.293
C -1.9577 0.3250 0.2533  -0.226
C 0.1109 1.4399 -0.4733  0.431
C 2.0781 -0.8332 0.1791  -0.222
H -0.0926 0.2639 1.1849  0.243
H -2.2038 1.2790 0.7603  0.226
H -0.9002 -1.8283 -0.4360  0.409
H 0.7949 1.1754 -1.3731  0.151
H 1.8735 0.2463 0.3492  0.146
H 3.0976 -1.1530 0.2437  0.198

***

*4*
Molecular formula: C4H6N2OS
Method: DFT, ωB97M-V with the def2-TZVPD basis set

Summary:
- Total charge: 0
- Highest occupied orbital energy: -7.78 eV
- Gap between HOMO and LUMO: 8.15 eV
- LUMO level: 0.37 eV

Each line ends with the natural charge from an NBO analysis.
CARTESIAN COORDINATES (ANGSTROEM)
S -2.5067 -2.1437 -0.0305  0.141
O -1.1473 0.2968 1.1354  -0.301
N -1.2056 -1.2564 -0.7156  -0.662
N -0.2556 1.2586 1.4953  -0.293
C -0.6757 -0.3176 0.0464  0.498
C 1.3284 -0.3469 -1.3812  -0.647
C 0.5718 0.4087 -0.3335  -0.125
C 0.8413 1.4564 0.4736  -0.070
H 0.5642 -1.0437 -2.2260  0.294
H 1.9521 0.4940 -1.8232  0.220
H -2.4332 -2.0375 1.6707  0.104
H 1.6865 2.1271 0.6070  0.245
H 2.0522 -1.0834 -0.5107  0.232
H -0.7725 2.1876 1.5923  0.362

***

Most favorable structure: *2*. The second most favorable one is 79.8 kcal/mol above it.

***

*1*
Molecular formula: C6H16O2
Method: DFT, ωB97M-V with the def2-TZVPD basis set

Summary:
- Total charge: 0
- Highest occupied orbital energy: -9.70 eV
- Gap between HOMO and LUMO: 10.52 eV
- LUMO level: 0.81 eV

Each line ends with the natural charge from an NBO analysis.
CARTESIAN COORDINATES (ANGSTROEM)
O 0.1436 -2.2843 4.2938  -0.923
O 0.1172 -0.1819 -3.8874  -0.746
C -1.4399 0.0088 0.8287  -0.634
C 0.6842 1.1277 0.2127  -0.393
C 1.0132 1.5842 1.7160  -0.619
C -0.2500 -0.0628 -0.0868  -0.187
C 0.4973 0.1433 -2.5247  -0.095
C -0.7498 0.0514 -1.6968  -0.416
H 0.7211 -1.8043 4.8379  0.465
H 1.2643 -0.6678 -2.1998  0.174
H 2.0036 1.1383 1.8641  0.205
H -1.4270 0.9059 -1.8157  0.215
H -2.4016 0.0517 0.4266  0.210
H -0.4166 -0.9868 -3.9278  0.458
H -0.6558 -2.2612 4.6590  0.458
H 0.3265 -1.0599 -0.0426  0.193
H 1.4924 1.1835 -0.4129  0.203
H 0.8685 1.2371 -2.7834  0.211
H 0.4127 1.2382 2.5255  0.208
H -1.2899 0.7995 1.5023  0.208
H -1.3175 -0.8863 1.4414  0.219
H 0.9996 2.6293 1.8551  0.208
H -1.2838 -1.0008 -1.7900  0.200
H 0.0870 2.0977 -0.0853  0.180

***

*2*
Molecular formula: C6H16O2
Method: DFT, ωB97M-V with the def2-TZVPD basis set

Summary:
- Total charge: 0
- Highest occupied orbital energy: -9.81 eV
- Gap between HOMO and LUMO: 10.73 eV
- LUMO level: 0.92 eV

Each line ends with the natural charge from an NBO analysis.
CARTESIAN COORDINATES (ANGSTROEM)
O -3.7035 12.1910 -1.7076  -0.539
O -7.2155 15.5693 -4.5692  -0.559
C -6.9753 14.5503 -5.5412  -0.058
C -3.8894 11.9689 -3.1142  -0.256
C -3.3684 13.5515 -1.4209  -0.069
C -3.6254 13.7004 0.0402  -0.620
C -6.1377 15.7403 -3.5480  -0.260
C -8.3479 14.4251 -6.2586  -0.623
H -6.2391 14.8216 -6.3220  0.159
H -9.1763 14.3566 -5.5336  0.218
H -4.7148 12.5979 -3.4876  0.161
H -8.4954 15.3263 -6.8771  0.214
H -6.5543 13.7075 -4.9599  0.161
H -2.8293 13.1876 0.6057  0.211
H -6.5093 16.4691 -2.8081  0.200
H -3.6079 14.7720 0.3012  0.206
H -8.3804 13.5390 -6.9146  0.208
H -4.2184 10.9161 -3.1213  0.195
H -3.0302 12.0736 -3.7979  0.172
H -3.9676 14.2663 -2.0171  0.157
H -5.2120 16.1368 -3.9981  0.173
H -4.5990 13.2802 0.3436  0.216
H -2.3007 13.8071 -1.5627  0.166
H -5.8995 14.7986 -3.0254  0.167

***

Most favorable structure: *2*. The second most favorable one is 14.8 kcal/mol above it.

***

*1*
Molecular formula: C4H8NOP
Method: DFT, ωB97M-V with the def2-TZVPD basis set

Summary:
- Total charge: 0
- <S²>: 2.015
- Highest occupied orbital energy (spin up / spin down): -7.49 / -9.15 eV
- Gap between HOMO and LUMO (spin up / spin down): 8.43 / 8.29 eV
- Spin multiplicity: 3
- LUMO level (spin up / spin down): 0.95 / -0.86 eV

Each line ends with the natural charge from an NBO analysis.
CARTESIAN COORDINATES (ANGSTROEM)
P -0.2827 -2.0277 0.0388  0.355
O 3.5730 0.3403 0.3877  -0.209
N 2.4979 -0.1530 -0.0507  0.036
C 0.3563 0.4590 -1.1477  -0.451
C -1.4135 0.5691 0.7302  -0.634
C 1.2557 0.4914 0.0752  -0.127
C -0.4074 -0.1978 -0.0697  -0.232
H 1.2092 1.4066 0.6680  0.216
H 0.7356 -0.1836 -1.9330  0.232
H -1.0113 1.5082 1.1038  0.216
H -2.2660 0.8105 0.0923  0.219
H -1.2075 -2.2788 -0.9808  -0.037
H 0.0066 1.4171 -1.5120  0.222
H -1.2698 -2.1519 1.0191  -0.030
H -1.7760 -0.0094 1.5786  0.223

***

*2*
Molecular formula: C4H8NOP
Method: DFT, ωB97M-V with the def2-TZVPD basis set

Summary:
- Total charge: 0
- <S²>: 2.005
- Highest occupied orbital energy (spin up / spin down): -6.49 / -9.46 eV
- Gap between HOMO and LUMO (spin up / spin down): 7.37 / 8.89 eV
- Spin multiplicity: 3
- LUMO level (spin up / spin down): 0.88 / -0.56 eV

Each line ends with the natural charge from an NBO analysis.
CARTESIAN COORDINATES (ANGSTROEM)
P -0.8911 -0.9092 -0.0403  0.347
O 0.9458 0.8057 0.0636  -0.453
N 0.2258 2.0244 0.1013  -0.113
C -1.0086 1.9420 0.0098  0.066
C 2.2129 0.8956 -0.0874  0.354
C 2.8659 -0.5091 -0.0776  -0.725
C -1.8757 0.7107 -0.2409  -0.730
H -2.0581 -1.5082 0.3829  -0.059
H 3.0405 -0.8034 -1.0538  0.216
H -2.8436 0.7745 0.5179  0.245
H -0.3788 -0.7073 1.1639  -0.036
H -1.3844 2.8961 -0.0303  0.203
H 2.1791 -1.3229 0.2596  0.224
H 3.6540 -0.5676 0.5844  0.219
H -2.1384 0.8143 -1.2738  0.242

***

Most favorable structure: *1*. The second most favorable one is 58.5 kcal/mol above it.

***

*1*
Molecular formula: C5H10O2
Method: DFT, ωB97M-V with the def2-TZVPD basis set

Summary:
- Total charge: +1
- <S²>: 0.778
- Highest occupied orbital energy (spin up / spin down): -13.41 / -14.76 eV
- Gap between HOMO and LUMO (spin up / spin down): 8.09 / 7.98 eV
- Spin multiplicity: 2
- LUMO level (spin up / spin down): -5.32 / -6.78 eV

Each line ends with the natural charge from an NBO analysis.
CARTESIAN COORDINATES (ANGSTROEM)
O -0.4266 -2.4376 -2.3852  -0.547
O -1.7416 -0.6066 2.2386  -0.911
C 0.4243 1.4978 -0.1734  0.084
C 0.7841 2.3532 0.9608  -0.706
C 0.6011 0.1250 -0.2595  -0.174
C -0.3061 -0.6998 -0.8593  -0.292
C 0.0308 -1.9740 -1.2673  0.372
H -1.2279 -0.1746 -1.0932  0.260
H -0.2216 1.9604 -0.9197  0.216
H 1.6811 2.9439 0.7057  0.284
H -0.0306 3.0045 1.2562  0.280
H -2.3025 -1.3154 1.8932  0.471
H 0.1396 -3.1451 -2.7316  0.529
H 1.5562 -0.2463 0.0989  0.241
H 1.2379 1.7999 1.7864  0.248
H -1.0579 -0.5760 1.5595  0.443
H 0.8596 -2.5092 -0.8103  0.203

***

*2*
Molecular formula: C5H10O2
Method: DFT, ωB97M-V with the def2-TZVPD basis set

Summary:
- Total charge: +1
- <S²>: 0.791
- Highest occupied orbital energy (spin up / spin down): -14.57 / -14.86 eV
- Gap between HOMO and LUMO (spin up / spin down): 9.29 / 7.13 eV
- Spin multiplicity: 2
- LUMO level (spin up / spin down): -5.29 / -7.73 eV

Each line ends with the natural charge from an NBO analysis.
CARTESIAN COORDINATES (ANGSTROEM)
O -0.2548 -1.0924 0.4679  -0.632
O 1.7593 -1.7137 2.5982  -0.958
C -0.3997 -0.1113 -0.4472  0.356
C 0.3821 0.9578 -0.4784  0.030
C 0.9642 1.6076 0.7336  -0.739
C -1.5448 -0.4639 -1.3372  -0.212
C -1.7875 -0.0523 -2.6026  -0.170
H -0.1647 -0.7651 1.3420  0.524
H 1.9776 1.2994 1.0785  0.305
H -2.1097 -1.3538 -0.9267  0.270
H 0.1991 1.4718 1.5060  0.244
H 1.8531 -2.0437 1.6303  0.475
H 0.3243 1.5537 -1.3698  0.234
H -1.7647 1.1029 -2.7925  0.233
H 1.2526 2.6718 0.8767  0.295
H -2.3876 -0.5733 -3.4089  0.259
H 1.7013 -2.4955 3.1302  0.487

***

Most favorable structure: *1*. The second most favorable one is 28.4 kcal/mol above it.